(A)
The following is a DFT calculation (the ωB97M-V functional and the def2-TZVPD basis) of a single C4H7NO2 molecule.

HOMO-LUMO gap (alpha / beta)	4.547 / 6.927	eV
HOMO (alpha / beta)	-3.8 / -9.6	eV
2S+1	3
expectation value of S²	2.01

Geometry (Å):
C  -2.009  -0.510  -0.024
C  -0.725  -1.272  0.501
C  -0.055  0.087  0.566
C  0.804  0.444  -0.749
N  -1.384  0.619  0.327
O  -2.995  -0.794  -0.616
O  -1.564  1.951  0.246
H  -1.013  -1.570  1.453
H  -0.312  -2.096  -0.055
H  0.561  0.540  1.440
H  0.534  -0.104  -1.552
H  1.907  0.203  -0.628
H  0.667  1.461  -0.780
H  -1.757  2.086  -0.643

(B)
The following is a DFT calculation (the ωB97M-V functional and the def2-TZVPD basis) of a single C4H7NO2 molecule.

HOMO-LUMO gap (alpha / beta)	6.838 / 7.561	eV
HOMO (alpha / beta)	-6.1 / -10.3	eV
2S+1	3
expectation value of S²	2.01

Geometry (Å):
C  -0.277  -1.732  -0.473
C  -0.328  -0.588  0.218
C  -1.645  0.163  0.099
C  0.853  0.173  0.751
N  1.278  1.121  -0.293
O  -2.675  -0.410  0.295
O  -1.501  1.484  -0.127
H  0.612  -2.324  -0.743
H  -1.260  -2.087  -0.768
H  0.381  0.886  1.535
H  1.690  -0.470  1.051
H  1.284  0.694  -1.280
H  2.168  1.405  -0.065
H  -0.580  1.686  -0.200

Going by the energies, (B) is most stable and the next is 0.1406 hartree up.